# C5H8

A single C5H8 molecule (ωB97M-V/def2-TZVPD, the OMol25 dataset).

XYZ file:
```
13
Properties=species:S:1:pos:R:3
C -0.656 -0.350 2.118
C 0.052 0.213 -1.591
C 1.309 0.514 -2.115
C -0.545 -0.697 0.629
C -0.172 0.343 -0.098
H -0.777 -0.194 -2.124
H -0.895 -1.545 0.233
H 0.249 -0.466 2.740
H -1.450 -0.881 2.418
H -1.035 0.706 2.238
H 0.112 1.327 0.249
H 2.224 0.746 -1.562
H 1.583 0.284 -3.136
```

energy relative to the best compared isomer or geometry (same formula, charge and spin)	43.5	kcal/mol
HOMO level	-8.8	eV
SMILES	C=C/C=C/C

# C29H39N2O6S

2 unconnected molecules or ions with the total composition C29H39N2O6S (ωB97M-V/def2-TZVPD, the OMol25 dataset).

XYZ file:
```
77
Properties=species:S:1:pos:R:3
S 1.145 0.722 3.744
O 1.505 2.272 -2.743
O -0.083 1.549 3.455
O -1.519 -2.768 3.969
O -6.118 -4.626 3.175
O 0.749 -0.281 5.051
O 2.295 1.575 4.242
N 2.651 2.457 -3.355
N -3.112 0.225 -0.766
C -3.978 -7.104 2.884
C -2.224 -3.383 3.133
C 1.674 -0.352 2.325
C -1.276 -7.417 3.310
C -4.976 -1.462 -0.135
C -3.416 1.565 -0.183
C 3.706 1.742 -2.566
C 4.094 2.505 -1.275
C 3.285 0.301 -2.181
C 2.828 3.929 -3.560
C 4.983 1.533 -3.418
C 1.525 4.652 -4.008
C -2.546 -1.458 1.141
C -0.398 0.142 0.645
C -5.528 -2.647 0.699
C -1.096 -5.881 3.350
C 1.192 0.183 0.883
C 4.453 3.959 -1.549
C 3.314 4.658 -2.277
C -3.520 -0.894 0.091
C -2.705 -7.971 3.089
C -1.091 -0.985 1.514
C -4.546 -3.236 1.770
C -3.110 -2.663 1.990
C -2.351 -4.991 3.148
C -4.974 1.856 0.102
C -4.978 -4.502 2.675
C -3.791 -5.572 2.912
C 3.811 4.169 -4.744
H -5.655 -1.022 -0.953
H -0.224 -0.247 5.215
H -0.407 -1.920 1.480
H -5.027 -7.535 2.697
H -0.097 -5.340 3.508
H 2.985 -0.271 -3.068
H 2.830 -0.301 2.311
H 5.694 0.886 -2.897
H -1.080 -0.664 2.625
H 5.525 2.456 -3.625
H 4.746 1.050 -4.371
H 2.479 4.757 -1.574
H 1.654 -0.535 0.103
H -5.694 1.235 -0.531
H -0.598 0.116 -0.479
H -3.085 2.342 -0.977
H -2.795 1.773 0.749
H 3.619 5.680 -2.522
H 5.378 4.035 -2.126
H 4.279 3.257 -5.113
H -0.805 1.163 1.007
H 4.114 -0.239 -1.715
H 1.438 -1.469 2.503
H 1.743 5.688 -4.284
H 4.939 2.012 -0.786
H -0.342 -8.077 3.427
H 4.644 4.470 -0.599
H 2.464 0.277 -1.465
H -3.537 0.092 -1.697
H 1.077 4.163 -4.878
H 4.605 4.870 -4.479
H 1.615 1.238 0.768
H -6.580 -3.055 0.517
H -5.151 1.724 1.235
H -2.807 -9.117 3.044
H -5.155 2.960 -0.195
H 3.266 2.474 -0.557
H 0.774 4.694 -3.216
H 3.298 4.574 -5.620
```

HOMO level	-10.3	eV
net charge	+1

# C9H11BFeO3

A molecular structure, C9H11BFeO3 (ωB97M-V/def2-TZVPD, the OMol25 dataset).

XYZ file:
```
25
Properties=species:S:1:pos:R:3
Fe -0.997 0.862 0.688
O 0.128 2.900 -1.072
O -3.411 2.624 0.655
O -0.247 2.769 2.859
C -2.570 1.827 0.659
C -2.138 -0.855 0.319
C -1.375 -0.428 -0.789
C -0.128 -0.797 1.629
C 0.582 -0.425 0.477
C -0.477 1.911 2.113
C 0.033 -0.907 -0.832
C -1.494 -1.120 1.526
C -0.269 1.986 -0.476
B 3.371 -0.888 -1.846
H 0.609 -0.556 -1.698
H -1.858 -0.095 -1.711
H 0.075 -2.016 -0.899
H 4.454 -1.356 -1.481
H 2.459 -1.077 -0.979
H -2.060 -1.420 2.412
H 0.364 -0.813 2.599
H 1.620 -0.109 0.556
H 3.064 -1.408 -2.924
H -3.226 -0.933 0.230
H 3.490 0.325 -2.014
```

energy relative to the best compared isomer or geometry (same formula, charge and spin)	34.0	kcal/mol
⟨S²⟩	6.05
HOMO level (spin up / spin down)	-16.8 / -17.4	eV
net charge	+2
2S+1	5

# C38H32GaN5OS3Si

A molecular structure, C38H32GaN5OS3Si (ωB97M-V/def2-TZVPD, the OMol25 dataset).

XYZ file:
```
81
Properties=species:S:1:pos:R:3
Ga -1.281 -1.540 -0.059
S -2.539 3.723 -0.914
S 2.198 4.218 -2.509
S 0.998 2.417 -0.489
Si 1.810 0.645 0.457
O 3.464 2.335 -1.153
N -2.072 1.184 -0.957
N -3.296 -1.500 0.413
N -1.406 -0.943 2.149
N 0.561 -2.586 1.812
N -0.434 -0.741 2.937
C -1.961 3.037 -2.395
C 4.638 2.593 -1.926
C 3.133 -1.704 -0.444
C -1.771 1.662 -2.221
C 2.976 -2.036 3.083
C 2.667 1.684 2.928
C 2.390 -1.423 -3.096
C 5.339 1.020 2.648
C 4.904 1.670 3.794
C -4.846 0.057 1.518
C -6.145 -3.141 -2.187
C -5.027 1.003 2.487
C -2.470 2.148 -0.201
C -4.002 1.357 3.390
C -1.175 2.881 -4.630
C -6.329 -3.223 -0.813
C -4.277 -2.014 -0.438
C 2.380 -0.594 -0.823
C 2.010 -0.473 -2.165
C -4.099 -1.933 -1.819
C 3.517 -2.658 -1.376
C -1.663 3.660 -3.604
C 3.147 -2.517 -2.704
C -0.980 1.503 -4.464
C -2.579 -0.247 2.305
C 1.876 -1.234 3.305
C 4.436 0.704 1.644
C -2.792 0.726 3.295
C 2.356 3.015 -1.422
C 3.086 1.030 1.767
C 2.856 -3.118 2.218
C -3.597 -0.622 1.380
C 0.682 -1.559 2.657
C 3.566 2.006 3.932
C 1.638 -3.337 1.597
C -1.274 0.886 -3.270
C -5.404 -2.673 0.055
C -5.023 -2.496 -2.683
H -6.868 -3.577 -2.862
H 4.383 2.688 -2.981
H -1.118 -0.176 -3.121
H -4.868 -2.419 -3.751
H 5.608 1.919 4.577
H -3.239 -1.400 -2.206
H 0.583 0.189 1.136
H 3.689 -3.778 2.025
H -5.983 1.508 2.557
H -5.642 -0.172 0.824
H 3.915 -1.823 3.577
H 1.622 1.947 3.049
H -5.539 -2.760 1.126
H -1.793 4.725 -3.729
H 1.512 -4.155 0.899
H 3.444 -3.260 -3.432
H 5.109 3.512 -1.579
H -0.591 0.921 -5.288
H 2.094 -1.313 -4.131
H 1.908 -0.371 3.955
H 3.418 -1.839 0.593
H 6.384 0.761 2.536
H -7.196 -3.731 -0.413
H -2.752 2.016 0.831
H -1.974 0.957 3.963
H 4.791 0.210 0.748
H 1.415 0.375 -2.484
H -0.927 3.343 -5.575
H 5.285 1.736 -1.753
H 4.102 -3.513 -1.063
H 3.224 2.516 4.822
H -4.180 2.112 4.141
```

energy relative to the best compared isomer or geometry (same formula, charge and spin)	36.5	kcal/mol
HOMO level	-7.1	eV

Largest force on an atom (eV/Å)
6.35; 9.82; 9.16; 0.75
Total energy (a.u.)
-195.222711; -2086.829277; -1862.816064; -5225.143651